Record 1
Here is C25H36N4O7PS2V as an isolated structure at a distorted geometry from the OMol25 dataset. Energies are from ωB97M-V/def2-TZVPD.

The calculation puts the strongest force on any atom at 1.78 eV/A. The calculation puts the gap between HOMO and LUMO (spin up / spin down) at 7.27 / 6.61 eV. For the LUMO energy (spin up / spin down), the calculation gives -2.5405 / -2.5545 eV. The calculation puts the molar mass at 650.64 g/mol. Its multiplicity is 2. The net charge is +1. Its expectation value of S² is 0.76.

Positions of all 76 atoms, in Å:
V  0.152  -0.018  0.234
C  2.038  4.775  1.398
C  1.670  3.395  1.838
C  0.487  3.182  2.544
C  0.137  1.919  2.985
C  0.988  0.840  2.752
C  2.181  1.049  2.063
C  2.503  2.312  1.588
H  2.084  5.441  2.258
H  1.286  5.175  0.719
H  3.002  4.782  0.898
H  -0.162  4.023  2.752
H  -0.790  1.775  3.528
H  0.800  -0.119  3.230
H  2.901  0.247  1.945
H  3.427  2.454  1.044
S  -2.544  -3.446  0.212
C  -2.347  -2.804  1.794
C  -1.313  -1.927  1.831
N  -0.671  -1.751  0.638
C  -1.204  -2.498  -0.299
H  -2.995  -3.108  2.590
H  -0.993  -1.369  2.700
H  -0.852  -2.509  -1.316
C  0.593  -0.831  -4.279
O  0.317  -0.945  -2.879
P  0.189  0.401  -2.001
O  -1.007  1.226  -2.717
C  -2.367  0.830  -2.605
O  1.425  1.202  -2.587
C  1.786  2.551  -2.294
H  0.061  0.019  -4.710
H  0.259  -1.757  -4.742
H  1.663  -0.683  -4.425
H  -2.885  1.491  -1.906
H  -2.464  -0.203  -2.260
H  -2.813  0.926  -3.596
H  2.817  2.663  -2.630
H  1.707  2.749  -1.226
H  1.145  3.238  -2.847
O  -0.092  2.068  -0.107
C  -1.292  1.874  0.207
O  -1.661  0.708  0.488
C  -2.291  2.966  0.231
C  -1.960  4.270  -0.134
C  -2.921  5.264  -0.137
C  -4.220  4.976  0.245
C  -4.542  3.673  0.607
C  -3.597  2.663  0.606
N  -5.909  3.359  0.981
O  -6.669  4.284  1.142
O  -6.192  2.189  1.098
H  -0.944  4.478  -0.428
H  -2.658  6.266  -0.430
H  -4.989  5.733  0.265
H  -3.874  1.656  0.890
C  3.981  -5.630  -1.120
C  2.608  -5.019  -1.387
N  2.575  -3.588  -1.149
C  2.171  -2.853  -0.118
S  2.272  -1.154  -0.328
N  1.748  -3.297  1.068
C  1.730  -4.617  1.673
C  0.361  -5.285  1.588
H  3.948  -6.697  -1.317
H  4.296  -5.473  -0.092
H  4.729  -5.195  -1.775
H  1.842  -5.513  -0.791
H  2.352  -5.166  -2.439
H  2.954  -3.023  -1.898
H  1.478  -2.537  1.682
H  1.997  -4.479  2.722
H  2.498  -5.239  1.216
H  -0.393  -4.674  2.077
H  0.395  -6.248  2.086
H  0.057  -5.439  0.556



Record 2
Here is a 5-piece molecular cluster, C12H32F6N4O4P overall at a distorted geometry from the OMol25 dataset. Energies are from ωB97M-V/def2-TZVPD.

The calculation puts the strongest force on any atom at 5.59 eV/A. The calculation puts the gap between HOMO and LUMO at 10.73 eV. For the LUMO energy, the calculation gives -8.0026 eV. The calculation puts the molar mass at 441.37 g/mol. The net charge is +3.

Positions of all 59 atoms, in Å:
C  -3.361  2.249  0.525
C  -2.800  3.373  -0.293
O  -1.692  3.875  -0.163
N  -3.744  3.928  -1.267
H  -4.698  3.663  -1.068
H  -3.875  4.921  -1.133
C  -3.411  3.542  -2.747
H  -4.152  1.637  0.092
H  -3.668  2.583  1.516
H  -2.433  1.717  0.733
H  -3.150  2.489  -2.851
H  -2.541  4.139  -3.020
H  -4.284  3.822  -3.338
C  1.565  -3.753  2.623
C  0.955  -2.793  1.627
O  1.153  -1.612  1.661
N  -0.205  -3.332  0.792
H  -0.033  -3.012  -0.150
H  -0.012  -4.295  0.557
C  -1.626  -3.036  1.449
H  2.022  -3.200  3.444
H  2.220  -4.511  2.193
H  0.668  -4.192  3.058
H  -1.685  -3.549  2.409
H  -2.366  -3.488  0.788
H  -1.734  -1.952  1.480
C  -0.643  1.975  5.777
C  -0.608  2.215  4.302
O  -1.403  2.987  3.734
N  0.662  1.659  3.601
H  1.415  2.265  3.894
H  0.968  0.730  3.852
C  0.470  1.582  2.046
H  -1.696  2.011  6.058
H  -0.044  2.778  6.204
H  -0.286  1.005  6.121
H  -0.311  0.868  1.785
H  1.435  1.422  1.566
H  0.179  2.533  1.600
C  4.761  -2.311  -5.382
C  3.688  -1.901  -4.400
O  2.568  -1.754  -4.749
N  4.022  -1.794  -2.917
H  3.720  -2.694  -2.574
H  5.012  -1.709  -2.733
C  3.281  -0.691  -2.234
H  4.372  -2.323  -6.400
H  5.191  -3.224  -4.972
H  5.613  -1.635  -5.453
H  3.874  0.196  -2.455
H  3.440  -0.780  -1.159
H  2.227  -0.492  -2.428
P  -1.303  -0.309  -1.680
F  -2.420  0.495  -2.563
F  -2.299  -0.482  -0.359
F  -1.756  -1.744  -2.204
F  -0.129  -1.068  -0.874
F  -0.229  -0.182  -2.794
F  -0.885  1.157  -1.128



Record 3
Here is C23H24MnN4O2Se2Te2 as an isolated structure at a distorted geometry from the OMol25 dataset. Energies are from ωB97M-V/def2-TZVPD.

The calculation puts the strongest force on any atom at 2.39 eV/A. The calculation puts the gap between HOMO and LUMO (spin up / spin down) at 5.57 / 5.54 eV. For the LUMO energy (spin up / spin down), the calculation gives -1.7488 / -1.9321 eV. The calculation puts the molar mass at 856.53 g/mol. Its multiplicity is 4. Its expectation value of S² is 3.93.

Positions of all 58 atoms, in Å:
Mn  -0.082  -0.172  0.233
C  -0.296  -1.932  -3.066
C  -1.338  -0.855  -3.203
C  -1.729  -0.400  -4.456
C  -2.708  0.571  -4.581
C  -3.297  1.108  -3.450
C  -2.933  0.681  -2.178
C  -3.609  1.227  -0.956
C  -1.951  -0.309  -2.065
N  -1.556  -0.817  -0.784
C  -2.100  -2.021  -0.432
O  -3.012  -2.612  -0.973
C  -1.321  -2.618  0.713
C  -1.527  -3.846  1.309
C  -0.593  -4.289  2.239
C  0.532  -3.521  2.512
C  0.667  -2.302  1.877
N  -0.263  -1.869  1.028
C  1.828  -1.343  1.990
O  2.822  -1.607  2.639
N  1.582  -0.226  1.253
C  2.472  0.882  1.360
C  2.602  1.609  2.552
C  1.948  1.211  3.845
C  3.379  2.765  2.539
C  4.008  3.201  1.390
C  3.919  2.446  0.231
C  3.174  1.275  0.207
C  3.176  0.414  -1.031
H  0.278  -2.039  -3.985
H  -0.772  -2.890  -2.844
H  0.400  -1.717  -2.251
H  -1.270  -0.830  -5.339
H  -3.010  0.911  -5.563
H  -4.077  1.854  -3.549
H  -4.275  2.050  -1.209
H  -2.885  1.581  -0.219
H  -4.198  0.442  -0.479
H  -2.405  -4.416  1.039
H  -0.730  -5.242  2.732
H  1.304  -3.843  3.197
H  1.333  0.323  3.754
H  1.322  2.023  4.218
H  2.710  0.999  4.597
H  3.472  3.341  3.452
H  4.578  4.121  1.397
H  4.434  2.761  -0.668
H  3.919  -0.380  -0.925
H  3.429  0.999  -1.915
H  2.218  -0.077  -1.198
Se  -3.297  -0.088  2.356
Te  -4.744  1.809  2.748
Te  -1.242  3.169  1.949
Se  -1.098  0.743  2.009
N  0.171  1.684  -0.875
H  0.818  2.301  -0.389
H  -0.699  2.203  -0.959
H  0.520  1.557  -1.822



Record 4
Here is a 12-piece molecular cluster, C15H39BrIN11O25SSi overall at a distorted geometry from the OMol25 dataset. Energies are from ωB97M-V/def2-TZVPD.

The calculation puts the strongest force on any atom at 1.01 eV/A. The calculation puts the gap between HOMO and LUMO at 9.19 eV. For the LUMO energy, the calculation gives -0.3647 eV. The calculation puts the molar mass at 1040.49 g/mol.

Positions of all 94 atoms, in Å:
O  3.957  0.271  -2.813
C  3.884  1.358  -2.345
Br  4.569  1.598  -0.526
C  3.322  2.537  -3.095
Si  1.587  3.116  -2.598
O  1.242  4.556  -3.378
S  1.394  3.505  -0.522
C  0.362  1.824  -3.273
C  0.023  0.733  -2.291
O  -0.606  0.906  -1.302
I  0.710  -1.293  -2.694
H  3.226  2.184  -4.124
H  3.994  3.398  -3.088
H  0.302  4.715  -3.220
H  1.684  2.353  0.109
H  0.839  1.366  -4.143
H  -0.546  2.323  -3.617
C  2.114  -0.066  3.504
N  1.916  1.258  2.861
O  1.074  2.007  3.310
O  2.619  1.524  1.902
H  1.422  -0.149  4.333
H  1.922  -0.827  2.750
H  3.136  -0.113  3.843
C  0.236  -3.853  0.588
N  0.664  -2.724  1.456
O  1.534  -1.986  1.048
O  0.100  -2.614  2.525
H  0.820  -3.822  -0.325
H  0.414  -4.771  1.141
H  -0.824  -3.721  0.388
C  -3.356  -1.829  3.799
N  -3.338  -3.080  2.995
O  -3.285  -2.976  1.784
O  -3.374  -4.128  3.602
H  -3.316  -0.987  3.120
H  -4.272  -1.826  4.380
H  -2.489  -1.847  4.451
C  0.058  5.129  3.202
N  -0.357  6.559  3.193
O  0.432  7.383  3.605
O  -1.467  6.805  2.768
H  1.062  5.061  3.602
H  -0.648  4.587  3.823
H  0.021  4.772  2.177
C  6.591  -1.377  5.595
N  5.371  -1.834  4.874
O  4.317  -1.284  5.136
O  5.510  -2.726  4.071
H  6.310  -0.581  6.274
H  6.988  -2.232  6.133
H  7.297  -1.029  4.848
C  -6.269  0.951  6.179
N  -4.983  0.209  6.090
O  -4.899  -0.858  6.663
O  -4.093  0.721  5.440
H  -6.952  0.373  6.781
H  -6.052  1.913  6.636
H  -6.645  1.077  5.171
C  1.699  -3.412  -6.051
N  1.603  -4.465  -5.006
O  0.896  -5.431  -5.225
O  2.239  -4.290  -3.989
H  1.083  -3.704  -6.888
H  1.349  -2.485  -5.607
H  2.744  -3.334  -6.337
C  -1.832  -0.898  -7.920
N  -0.364  -0.785  -8.148
O  0.316  -1.773  -7.945
O  0.053  0.288  -8.519
H  -2.052  -1.907  -7.592
H  -2.098  -0.169  -7.160
H  -2.324  -0.671  -8.860
C  2.415  7.718  -2.073
N  3.889  7.770  -2.274
O  4.526  6.764  -2.043
O  4.352  8.822  -2.660
H  2.148  6.724  -1.733
H  2.160  8.470  -1.333
H  1.950  7.940  -3.028
C  2.619  -7.947  -5.850
N  4.075  -7.783  -6.106
O  4.803  -8.729  -5.896
O  4.436  -6.696  -6.511
H  2.441  -8.955  -5.497
H  2.335  -7.213  -5.104
H  2.103  -7.761  -6.787
C  -11.045  0.114  5.716
N  -9.583  0.293  5.503
O  -8.852  -0.633  5.792
O  -9.223  1.359  5.051
H  -11.213  -0.878  6.120
H  -11.368  0.883  6.411
H  -11.529  0.236  4.752



Record 5
Here is one molecule with the formula C4H5N at a distorted geometry from the OMol25 dataset. Energies are from ωB97M-V/def2-TZVPD.

The calculation puts the strongest force on any atom at 2.82 eV/A. The calculation puts the gap between HOMO and LUMO at 9.71 eV. For the LUMO energy, the calculation gives 1.0962 eV. The calculation puts the molar mass at 67.09 g/mol.

Positions of all 10 atoms, in Å:
C  -2.032  -0.831  -0.818
C  -1.202  -0.156  -0.258
C  -0.200  0.657  0.381
C  1.250  0.041  0.548
N  0.960  1.085  -0.393
H  -2.775  -1.429  -1.304
H  -0.061  0.641  1.458
H  1.280  -1.007  0.314
H  1.898  0.385  1.366
H  0.882  0.613  -1.294



Record 6
Here is one molecule with the formula C2H3N3O2 at a distorted geometry from the OMol25 dataset. Energies are from ωB97M-V/def2-TZVPD.

The calculation puts the strongest force on any atom at 6.74 eV/A. The calculation puts the gap between HOMO and LUMO at 10.52 eV. For the LUMO energy, the calculation gives -0.3468 eV. The calculation puts the molar mass at 101.06 g/mol.

Positions of all 10 atoms, in Å:
C  -1.536  -0.268  -0.110
C  0.532  0.540  0.000
H  -1.504  -0.771  0.980
H  -2.758  -0.014  -0.208
H  -1.074  -0.880  -0.852
N  0.921  -0.742  0.074
N  2.164  -0.808  -0.010
N  1.498  1.410  -0.162
O  -0.786  1.042  0.185
O  2.542  0.490  0.103